# 1
65
Properties=species:S:1:pos:R:3:nbo_charge:R:1 method="wB97M-V/def2-TZVPD" smiles="CC(C)CCOC(=O)C[N+](C)(C)CCO[C@H]1C[C@H]2CC[C@]1(C)C2(C)C" e_above_lowest_kj_mol=5.3 orbital_gap_ev=10.49 lumo_ev=-2.23 charge=+1
C 5.6910 -3.3797 0.1453 -0.601
C 4.1834 -3.2259 0.3327 -0.212
C 3.4653 -3.4315 -1.0003 -0.610
C 3.8899 -1.8498 0.9443 -0.421
C 2.4211 -1.5916 1.2603 -0.085
O 1.7445 -1.1050 0.0825 -0.496
C 0.6169 -1.6566 -0.2829 0.815
O 0.0354 -2.5539 0.2730 -0.613
C 0.1111 -0.9591 -1.5554 -0.362
N -1.0332 -1.6204 -2.2289 -0.200
C -1.2761 -0.9207 -3.5050 -0.419
C -0.7077 -3.0324 -2.5195 -0.427
C -2.2496 -1.5796 -1.3582 -0.259
C -2.9395 -0.2070 -1.2572 -0.077
O -2.0798 0.8332 -0.8741 -0.578
C -2.2987 1.4099 0.4149 0.112
C -1.5321 0.7106 1.5608 -0.442
C -0.6709 1.8404 2.1390 -0.221
C 0.4413 2.1277 1.1223 -0.410
C -0.3141 2.8169 -0.0303 -0.414
C -1.7713 2.8632 0.4643 -0.040
C -2.6469 3.8472 -0.2846 -0.619
C -1.5898 3.0712 1.9920 0.007
C -0.9203 4.3916 2.3725 -0.624
C -2.8740 2.9917 2.8184 -0.624
H 6.0649 -2.6413 -0.5602 0.205
H 5.9277 -4.3691 -0.2365 0.216
H 6.2114 -3.2467 1.0900 0.215
H 3.8397 -3.9948 1.0331 0.199
H 3.6689 -2.6009 -1.6741 0.199
H 3.8149 -4.3467 -1.4713 0.222
H 2.3905 -3.5238 -0.8591 0.188
H 4.2389 -1.0647 0.2707 0.214
H 4.4474 -1.7599 1.8770 0.227
H 1.9163 -2.4942 1.6144 0.215
H 2.3226 -0.8026 2.0110 0.206
H 0.9509 -0.8786 -2.2482 0.253
H -0.2077 0.0504 -1.2668 0.307
H -2.1771 -1.3096 -3.9760 0.234
H -0.4355 -1.0780 -4.1788 0.235
H -1.3917 0.1470 -3.3315 0.246
H 0.2367 -3.0931 -3.0580 0.230
H -0.6228 -3.5937 -1.5906 0.267
H -1.4904 -3.4768 -3.1310 0.231
H -1.9495 -1.9251 -0.3676 0.265
H -2.9786 -2.2835 -1.7634 0.231
H -3.7613 -0.3243 -0.5415 0.213
H -3.3851 0.0638 -2.2226 0.190
H -3.3789 1.4067 0.5966 0.187
H -2.2111 0.3011 2.3070 0.224
H -0.9180 -0.1099 1.1902 0.195
H -0.3081 1.6377 3.1448 0.221
H 1.2004 2.7791 1.5514 0.220
H 0.9419 1.2135 0.8026 0.197
H 0.0543 3.8244 -0.2131 0.221
H -0.2417 2.2743 -0.9714 0.202
H -2.6975 3.5770 -1.3373 0.215
H -2.2385 4.8509 -0.2068 0.222
H -3.6562 3.8511 0.1197 0.213
H -1.6181 5.2130 2.2296 0.218
H -0.0277 4.6054 1.7975 0.210
H -0.6455 4.3657 3.4246 0.220
H -3.4509 2.0899 2.6472 0.201
H -2.6221 3.0302 3.8758 0.223
H -3.5092 3.8458 2.5967 0.218



# 2
93
Properties=species:S:1:pos:R:3:lowdin_spin:R:1 method="wB97M-V/def2-TZVPD" spin_multiplicity=3 e_above_lowest_kj_mol=96.6 orbital_gap_ev="5.01 / 5.88" s_squared=2.174 lumo_ev="3.84 / 3.84" charge=-2
Mo 0.7528 0.5475 -0.8544 1.964
C 4.4393 6.2126 1.6729 0.001
C 3.8498 4.8486 1.4389 0.005
C 4.5281 3.6787 1.7526 0.000
C 3.9889 2.4443 1.4647 0.004
C 2.7401 2.2784 0.8212 0.004
N 2.2892 1.0313 0.4543 0.024
C 3.0439 -0.1278 0.6830 0.005
C 4.3544 -0.2439 0.2087 0.005
C 5.0724 -1.4141 0.3435 0.000
C 4.5032 -2.5199 0.9592 0.006
C 5.2519 -3.8194 1.0961 0.001
C 3.1932 -2.4154 1.4072 -0.003
C 2.4399 -1.2534 1.2639 0.003
C 0.9639 -1.1658 1.6971 0.008
O 0.1179 -0.4754 0.8540 0.042
C 0.9271 -0.5011 3.1104 0.001
F 1.6545 0.6112 3.1641 0.001
F -0.3193 -0.1799 3.4911 0.000
F 1.4182 -1.3143 4.0772 0.000
C 0.3324 -2.5855 1.8532 0.000
F -0.9295 -2.4734 2.3049 0.000
F 0.9103 -3.4354 2.7342 0.000
F 0.2872 -3.2217 0.6836 -0.003
C 1.9749 3.4677 0.6557 0.006
C 2.5724 4.6979 0.9279 -0.001
C 0.4582 3.4536 0.3920 0.008
O -0.0803 2.3667 -0.2092 0.054
C -0.2458 3.5618 1.7858 0.002
F -1.5678 3.8085 1.6635 0.000
F -0.1320 2.4148 2.4512 0.000
F 0.2335 4.5235 2.6000 0.000
C -0.0156 4.7065 -0.4360 0.001
F 0.8173 5.0041 -1.4343 0.000
F -0.1441 5.8464 0.3006 0.000
F -1.2195 4.4978 -0.9770 0.000
H 5.4112 6.1337 2.1653 0.000
H 4.5905 6.7522 0.7340 0.000
H 3.7951 6.8309 2.3050 0.000
H 5.5065 3.7256 2.2231 0.000
H 4.5565 1.5691 1.7401 0.000
H 4.7861 0.6002 -0.3139 0.000
H 6.0797 -1.4742 -0.0567 0.000
H 6.3035 -3.6932 0.8315 0.000
H 5.2073 -4.2046 2.1180 0.000
H 4.8355 -4.5881 0.4393 0.000
H 2.7588 -3.2903 1.8640 0.000
H 1.9951 5.5995 0.7720 0.000
Se 5.5162 2.7314 -4.3792 0.008
Sb 3.9460 1.0222 -3.7578 0.015
Se 1.5564 -1.2537 -2.2223 -0.187
Se 1.9045 2.2327 -2.6238 -0.024
Se 1.5742 1.5355 -4.8594 0.011
C -4.0134 2.2804 2.0643 0.000
C -4.8737 1.0250 2.0275 0.000
C -4.4908 0.0737 0.8998 0.000
C -3.0771 -0.4800 1.0369 0.000
N -2.8320 -1.4788 0.0094 0.001
C -2.2435 -1.2574 -1.1795 0.009
Se -1.8360 0.4134 -1.8688 0.013
N -2.1383 -2.4407 -1.8195 0.001
C -1.5743 -2.6688 -3.1454 0.005
C -2.6548 -2.8913 -4.1972 0.001
C -3.3829 -1.6130 -4.6128 0.001
C -2.5055 -0.6733 -5.4317 0.001
C -2.6763 -3.4389 -1.0296 0.000
C -2.7830 -4.8096 -1.2160 0.000
C -3.3831 -5.5372 -0.2007 0.000
C -3.8584 -4.9159 0.9570 0.000
C -3.7431 -3.5484 1.1444 0.000
C -3.1397 -2.8204 0.1297 0.000
H -4.3533 2.9758 2.8348 0.000
H -4.0355 2.8007 1.1039 0.000
H -2.9682 2.0468 2.2717 0.000
H -5.9290 1.2940 1.9161 0.000
H -4.7945 0.4963 2.9850 0.000
H -4.5548 0.5911 -0.0631 0.000
H -5.1987 -0.7617 0.8648 0.000
H -2.9200 -0.9639 1.9991 0.000
H -2.3100 0.2859 0.9329 0.000
H -0.9093 -3.5279 -3.0536 0.002
H -0.9257 -1.8220 -3.3641 0.002
H -3.3693 -3.6337 -3.8274 0.000
H -2.1772 -3.3316 -5.0790 0.000
H -3.7385 -1.0919 -3.7183 0.000
H -4.2745 -1.8822 -5.1878 0.000
H -1.6908 -0.2627 -4.8352 0.000
H -3.0842 0.1695 -5.8149 0.000
H -2.0680 -1.1961 -6.2879 0.000
H -2.4037 -5.2868 -2.1096 0.000
H -3.4789 -6.6112 -0.3010 0.000
H -4.3111 -5.5218 1.7319 0.000
H -4.0830 -3.0699 2.0531 0.000



# 3
11
Properties=species:S:1:pos:R:3:nbo_charge:R:1 method="wB97M-V/def2-TZVPD" e_above_lowest_kj_mol=349.8 orbital_gap_ev=8.57 lumo_ev=-1.42
C -1.7969 -0.3169 -0.0256 0.188
C 0.1484 -0.8334 -0.1951 0.342
C 2.0971 -0.2726 0.0536 0.235
C 0.2187 0.6726 -0.1839 0.049
C -1.0234 1.1487 0.1782 -0.238
H -2.9337 -0.2235 -0.4280 0.188
H 3.2051 -0.2680 0.0541 0.203
H -1.6242 2.0361 0.6789 0.269
N -1.1507 -1.3487 -0.1127 -0.439
N 1.1909 -1.4943 0.2106 -0.367
N 1.6687 0.9000 -0.2302 -0.430



# 4
84
Properties=species:S:1:pos:R:3:lowdin_charge:R:1 method="wB97M-V/def2-TZVPD" e_above_lowest_kj_mol=0.0 orbital_gap_ev=5.61 lumo_ev=0.96 charge=-1
Ti 0.1039 -2.0182 -0.3318 0.523
C 2.4088 -2.1276 4.5466 -0.434
S 1.4026 -3.5694 4.1580 0.864
C 0.7767 -3.1988 2.5801 -1.063
S 1.4349 -1.8999 1.6359 0.688
N -0.1520 -4.0207 2.1843 -0.077
N -0.6278 -3.6881 0.9546 -0.108
C -1.4961 -4.4854 0.4507 -0.056
C -2.0378 -4.1777 -0.8680 -0.253
C -3.0303 -4.9418 -1.4577 -0.008
C -3.5037 -4.5612 -2.7058 -0.051
C -2.9799 -3.4327 -3.3065 -0.029
C -1.9857 -2.7163 -2.6516 -0.097
N -1.5167 -3.0942 -1.4681 0.019
H 2.7615 -2.2968 5.5642 0.034
H 3.2615 -2.0452 3.8766 0.024
H 1.7955 -1.2291 4.5145 -0.008
H -1.8138 -5.3660 1.0005 0.136
H -3.4230 -5.8066 -0.9405 0.115
H -4.2807 -5.1356 -3.1932 0.108
H -3.3272 -3.0935 -4.2722 0.108
H -1.5626 -1.8129 -3.0814 0.090
S 1.5685 -3.2454 -1.6595 0.642
C 0.8955 -1.9988 -2.7266 -0.909
N 0.6283 -2.3689 -3.9533 -0.042
N -0.0446 -1.3643 -4.7041 -0.051
C 0.6912 -0.3045 -5.2473 -0.263
C 0.0726 0.5244 -6.1889 -0.050
C 0.7467 1.6029 -6.7320 -0.114
C 2.0531 1.8858 -6.3483 -0.122
C 2.6705 1.0584 -5.4217 -0.104
C 2.0060 -0.0304 -4.8751 -0.056
N 0.5336 -0.7841 -2.2078 -0.031
N 0.8966 -0.4874 -0.8947 -0.260
C 1.3579 0.8084 -0.6403 -0.268
C 1.1475 1.3853 0.6152 -0.042
C 1.5658 2.6858 0.8520 -0.078
C 2.1950 3.4184 -0.1460 -0.092
C 2.3983 2.8439 -1.3928 -0.087
C 1.9784 1.5487 -1.6477 -0.012
H -0.5539 -1.8391 -5.4360 0.116
H -0.9535 0.3208 -6.4765 0.102
H 0.2450 2.2341 -7.4561 0.093
H 2.5778 2.7355 -6.7654 0.089
H 3.6911 1.2583 -5.1157 0.101
H 2.5003 -0.6804 -4.1667 0.101
H 0.6412 0.8181 1.3885 0.072
H 1.3819 3.1488 1.8129 0.063
H 2.5110 4.4352 0.0502 0.098
H 2.8797 3.4100 -2.1814 0.098
H 2.1047 1.1011 -2.6227 0.079
N -4.9998 3.0217 0.5912 0.175
C -5.2230 1.6789 0.6403 -0.497
O -6.3083 1.1963 0.8912 0.066
C -4.0211 0.8249 0.3510 -0.134
C -3.9281 -0.4148 0.9507 0.006
C -2.7849 -1.1681 0.7446 -0.153
N -1.7753 -0.7623 -0.0302 0.020
C -1.9006 0.4136 -0.6628 -0.087
C -2.9925 1.2368 -0.4895 0.008
H -5.7486 3.6110 0.9142 0.110
H -4.0603 3.3729 0.6737 0.101
H -4.7061 -0.7685 1.6111 0.127
H -2.6632 -2.1150 1.2451 0.068
H -1.0922 0.6966 -1.3229 0.105
H -3.0370 2.1769 -1.0225 0.119
S -0.4276 4.3821 3.7228 0.505
C -0.4914 2.7177 3.8754 -1.130
S -1.9232 1.7753 3.6168 0.924
C -1.0464 0.2669 3.9035 -1.173
N 0.2093 0.4889 4.1729 -0.001
N 0.4968 1.8499 4.1681 -0.156
C 1.8713 2.1719 4.3796 -0.221
C 2.2391 3.2109 5.2215 -0.044
C 3.5860 3.4817 5.4151 -0.086
C 4.5557 2.7188 4.7808 -0.101
C 4.1753 1.6733 3.9499 -0.074
C 2.8337 1.3945 3.7467 -0.030
S -1.8361 -1.2259 3.8001 0.493
H 1.4773 3.8017 5.7066 0.084
H 3.8757 4.2947 6.0689 0.099
H 5.6052 2.9370 4.9341 0.095
H 4.9241 1.0734 3.4481 0.104
H 2.5220 0.5832 3.1025 0.081